Entry A
Computed, not measured: an isolated molecule of C3H4O5, with ωB97M-V with the def2-TZVPD basis set.

Properties
**Frontier orbital gap (spin up / spin down)**: 7.95 / 7.94 eV
**Highest occupied orbital energy (spin up / spin down)**: -9.094 / -9.094 eV
**Charge**: 0

Atoms and positions in Å:
C: -0.93709 0.11951 0.22102
C: -0.46278 -1.19552 0.26829
C: 0.26274 0.88676 -0.65204
O: -0.98374 0.64572 -1.14584
O: 1.11738 -0.46913 -0.88214
O: 2.39013 -0.28880 -0.23212
O: -1.57662 0.79468 1.20824
O: 0.92135 1.89371 -0.56758
H: 2.44858 0.69249 -0.24424
H: -2.45034 0.40657 1.35670
H: -0.14325 -1.59697 1.22216
H: -0.58636 -1.88902 -0.55246



Entry B
Computed, not measured: an isolated molecule of C3H4O5, with ωB97M-V with the def2-TZVPD basis set.

Properties
**SMILES**: O=C(O)C(O)C(=O)O
**Frontier orbital gap**: 10.91 eV
**Highest occupied orbital energy**: -10.486 eV
**Charge**: 0

Atoms and positions in Å:
C: 0.12123 -0.52265 -0.41673
C: -1.11513 -0.33589 0.38715
C: 1.27182 0.34804 0.07401
H: 0.35741 0.50443 -2.07339
H: 0.43850 -1.61643 -0.29117
H: -2.98289 0.10313 0.06698
H: 1.99751 1.11565 1.75675
O: -0.07406 -0.36880 -1.79761
O: -2.10742 0.12127 -0.40930
O: -1.29435 -0.71782 1.52718
O: 1.26940 0.48164 1.39673
O: 2.02169 0.85325 -0.68272



entry B wins, 163.2 kcal/mol ahead of the next structure.



Entry A
Computed, not measured: a cluster of 5 separate species, CH11NO4 in total, with ωB97M-V with the def2-TZVPD basis set.

Properties
**Frontier orbital gap**: 4.21 eV
**Highest occupied orbital energy**: -9.904 eV
**Charge**: 0

Atoms and positions in Å:
N: 0.69242 1.35751 -0.33693
C: 0.50287 0.63023 -1.61396
O: -1.78196 0.67096 0.89710
H: -0.12948 1.33082 0.28142
H: 1.66131 1.01896 0.12955
H: 0.46089 -0.38953 -1.24269
H: -0.41891 0.87558 -2.12450
H: 1.31812 0.89417 -2.22408
H: -2.07632 -0.30818 -0.19660
H: -2.64441 -1.64770 -0.97591
O: -2.02383 -0.89608 -1.08061
H: 1.10320 -0.84678 1.14992
H: -2.55412 1.06366 1.34633
O: 2.53108 -0.64304 0.17862
H: -0.17526 -0.13349 1.50995
H: 3.42291 -0.51063 0.45603
O: 0.29571 -0.96069 1.74650



Entry B
Computed, not measured: a cluster of 4 separate species, CH11NO4 in total, with ωB97M-V with the def2-TZVPD basis set.

Properties
**SMILES**: NCO.O.O.O
**Frontier orbital gap**: 10.49 eV
**Highest occupied orbital energy**: -9.747 eV
**Charge**: 0

Atoms and positions in Å:
N: 1.49741 -0.53608 -0.61660
C: 1.60850 0.89043 -0.45226
O: 0.33582 1.49905 -0.32177
H: 2.27192 -0.93303 -1.15309
H: 1.34437 -1.03836 0.24205
H: 2.02723 1.29592 -1.37196
H: 2.25040 1.19128 0.38038
H: 0.07742 1.47647 0.61639
H: -1.29376 1.06335 2.55025
H: -0.90551 -0.23887 1.84315
O: -0.52725 0.56075 2.26488
H: -1.32968 -0.71646 -2.19881
H: -0.79323 0.43561 -1.32599
O: -1.61662 -0.04913 -1.56696
H: -1.84860 -1.00121 -0.07184
H: -1.44040 -2.39512 0.44199
O: -1.65804 -1.50460 0.74020



entry B wins, 203.8 kcal/mol ahead of the next structure.



Entry A
Computed, not measured: a cluster of 2 separate species, C2H4ClNO in total, with ωB97M-V with the def2-TZVPD basis set.

Properties
**Frontier orbital gap**: 9.09 eV
**Highest occupied orbital energy**: -8.420 eV
**Charge**: 0

Atoms and positions in Å:
C: 0.16109 1.03277 -0.43595
C: -0.16237 -1.11418 -0.14863
N: 0.72985 1.69285 0.41522
O: 0.30724 -1.68881 0.98182
Cl: -0.74143 1.34667 -1.89570
H: 0.29975 -1.42209 -1.00971
H: -1.21653 -1.03584 -0.25037
H: 0.64597 2.77852 0.46209
H: -0.02357 -1.58989 1.88123



Entry B
Computed, not measured: a cluster of 2 separate species, C2H4ClNO in total, with ωB97M-V with the def2-TZVPD basis set.

Properties
**Frontier orbital gap (spin up / spin down)**: 7.36 / 7.36 eV
**Highest occupied orbital energy (spin up / spin down)**: -7.765 / -7.764 eV
**Charge**: 0

Atoms and positions in Å:
C: 0.22922 0.64333 -0.58708
C: 0.05970 -0.46562 0.22515
N: 0.38074 1.63608 -1.22642
O: -1.37429 1.93524 1.20148
Cl: -1.01097 3.33956 0.48630
H: 0.49561 -0.26008 1.26158
H: 0.53390 -1.51377 -0.06830
H: -0.99473 -0.55732 0.04431
H: -0.20623 2.47657 -1.22051



entry A wins, 45.9 kcal/mol ahead of the next structure.



Entry A
Computed, not measured: an isolated molecule of C2H4ClNO, with ωB97M-V with the def2-TZVPD basis set.

Properties
**SMILES**: NC(=O)CCl
**Frontier orbital gap**: 10.84 eV
**Highest occupied orbital energy**: -10.030 eV
**Charge**: 0

Atoms and positions in Å:
C: 0.55338 0.17161 0.31534
C: -0.01974 0.43398 -1.02646
H: -1.18630 -0.95445 1.07197
H: 0.32983 -0.85590 2.04629
H: 0.67741 0.18433 -1.73414
H: -0.22979 1.47529 -1.20278
N: -0.15935 -0.70393 1.10137
O: 1.44701 0.82527 0.78172
Cl: -1.41244 -0.57620 -1.35331



Entry B
Computed, not measured: a structure of composition C2H4ClNO, with ωB97M-V with the def2-TZVPD basis set.

Properties
**Frontier orbital gap**: 10.06 eV
**Highest occupied orbital energy**: -9.398 eV
**Charge**: 0

Atoms and positions in Å:
C: 0.69798 -1.24771 -0.57780
C: -0.48544 1.00818 0.04214
N: 0.93889 -0.06162 -0.41646
O: -0.98652 0.56192 1.19430
Cl: 1.97754 -2.33394 -1.11893
H: -0.36374 -1.81274 -0.36575
H: 0.12863 1.95770 0.04341
H: -1.27105 0.96939 -0.72116
H: -0.63628 0.95883 1.92024



entry A wins, 53.9 kcal/mol ahead of the next structure.



Entry A
Computed, not measured: the ion C6H14NO with charge +1, with ωB97M-V with the def2-TZVPD basis set.

Properties
**SMILES**: CC[N+](C)(C)C(C)=O
**Frontier orbital gap**: 12.21 eV
**Highest occupied orbital energy**: -15.560 eV
**Charge**: +1

Atoms and positions in Å:
C: 0.34617 -1.60316 0.01409
C: -0.96940 -2.13200 0.58973
C: -0.64034 0.99792 -1.86753
C: 1.75318 0.34239 -0.27147
C: 0.46629 0.28193 1.70806
C: -0.78578 0.80122 -0.41493
N: 0.40166 -0.04203 0.24797
O: 1.31992 -2.08515 -0.40785
H: -1.70812 -2.09282 -0.15989
H: -0.69680 -3.23213 0.79258
H: -1.33435 -1.74663 1.45403
H: -0.53175 0.03872 -2.41862
H: -1.38355 1.62457 -2.13693
H: 0.30586 1.53914 -2.06099
H: 1.90927 1.45159 -0.37179
H: 2.49066 -0.02069 0.47111
H: 2.01541 -0.08442 -1.25286
H: 0.37561 -0.63095 2.37425
H: 1.46428 0.70487 1.78993
H: -0.33799 0.91876 2.04573
H: -1.67367 0.16769 -0.19230
H: -0.71002 1.67396 0.28909



Entry B
Computed, not measured: the ion C6H14NO with charge +1, with ωB97M-V with the def2-TZVPD basis set.

Properties
**SMILES**: C[N+](=O)CC(C)(C)C
**Frontier orbital gap**: 9.07 eV
**Highest occupied orbital energy**: -15.530 eV
**Charge**: +1

Atoms and positions in Å:
C: -1.69465 0.97766 -0.94886
C: -0.44556 -1.17132 -1.44729
C: -1.25305 -0.73762 0.92355
C: 2.13871 0.41577 1.72038
C: 0.64489 0.71272 -0.31959
C: -0.79725 -0.15503 -0.41222
N: 1.79954 0.03462 0.39431
O: 2.33600 -0.83120 -0.19381
H: -1.69401 1.81886 -0.30109
H: -1.37654 1.35099 -1.89702
H: -2.67454 0.60834 -1.13113
H: 0.39745 -1.78674 -1.11021
H: -1.25538 -1.83772 -1.65398
H: -0.30362 -0.51565 -2.30985
H: -0.41472 -1.44574 1.15615
H: -2.15926 -1.26653 0.69075
H: -1.34973 -0.04074 1.70944
H: 1.27119 0.17427 2.32229
H: 2.25143 1.48998 1.75553
H: 3.03558 -0.14017 1.98427
H: 0.46568 1.55037 0.34702
H: 1.07783 0.79488 -1.27863



entry A wins, 44.3 kcal/mol ahead of the next structure.



Entry A
Computed, not measured: a structure of composition C6H14NO, with ωB97M-V with the def2-TZVPD basis set.

Properties
**Frontier orbital gap**: 10.99 eV
**Highest occupied orbital energy**: -13.719 eV
**Charge**: +1

Atoms and positions in Å:
C: -1.18958 1.20719 0.10398
C: -0.50243 0.04739 0.57457
C: 1.81053 -1.52866 0.43258
C: 2.07041 0.99704 0.33764
C: -2.78993 -0.60143 -0.28503
C: 1.33031 -0.22852 -0.14560
N: -1.46936 -0.07983 -0.48650
O: 0.99328 -0.14749 -1.43335
H: -1.87918 1.71616 0.64032
H: -0.69804 1.90866 -0.51953
H: -0.70104 -0.33835 1.59508
H: 1.74566 -1.36740 1.51745
H: 2.77578 -1.40479 0.13596
H: 1.16633 -2.34785 0.27018
H: 3.09779 0.98946 0.06567
H: 1.61757 1.92230 -0.22074
H: 2.01022 1.12260 1.38839
H: -3.15050 -0.23905 0.65888
H: -3.61656 -0.27728 -1.07763
H: -2.87080 -1.62326 -0.32911
H: -1.08264 -0.37652 -1.36076
H: 1.33219 0.64963 -1.86245



Entry B
Computed, not measured: a cluster of 2 separate species, C6H14NO in total, with ωB97M-V with the def2-TZVPD basis set.

Properties
**Frontier orbital gap**: 8.71 eV
**Highest occupied orbital energy**: -12.830 eV
**Charge**: +1

Atoms and positions in Å:
O: -2.33989 -1.67303 -1.68793
C: -1.39763 -1.62853 -0.84878
C: -1.06089 -0.26739 -0.18639
N: -2.23556 0.62338 -0.58666
H: -0.74298 -2.46686 -0.52416
H: -0.94540 -0.40847 0.91702
H: -0.08840 0.20181 -0.51909
H: -1.94561 1.52570 -0.96747
H: -2.75324 0.03289 -1.28489
H: -2.84217 0.79882 0.19879
C: 1.92572 2.59847 1.16609
C: 1.47893 1.13817 1.15995
C: 2.07241 0.16394 0.44478
C: 1.77986 -1.31956 0.44846
H: 2.69958 2.81766 0.45543
H: 1.01361 3.22785 0.98234
H: 2.37739 2.77764 2.14575
H: 0.60771 1.00300 1.80030
H: 2.99054 0.51740 -0.06066
H: 0.97874 -1.57369 1.11804
H: 1.54081 -1.63451 -0.55506
H: 2.68715 -1.90915 0.79905



entry B wins, 32.7 kcal/mol ahead of the next structure.



Entry A
Computed, not measured: a cluster of 2 separate species, C4H12N2O2 in total, with ωB97M-V with the def2-TZVPD basis set.

Properties
**SMILES**: CNCCNC=O.O
**Frontier orbital gap**: 9.80 eV
**Highest occupied orbital energy**: -9.123 eV
**Charge**: 0

Atoms and positions in Å:
O: -2.72452 2.45485 2.88166
C: -1.71268 2.97162 3.11984
N: -0.88929 3.43348 2.19194
N: -0.98344 0.94535 0.38301
C: 0.00000 0.00000 0.00000
C: -1.15840 3.46922 0.72950
C: -0.51304 2.25075 -0.01991
H: -1.24680 2.99248 4.13483
H: 0.05339 3.75427 2.42645
H: -1.04141 1.09512 1.39839
H: 0.37291 0.15517 -1.02639
H: -0.45293 -1.00382 0.06176
H: 0.85512 0.04351 0.69533
H: -0.60781 4.33405 0.31190
H: -2.20885 3.54225 0.38796
H: -0.72724 2.31524 -1.10407
H: 0.58673 2.24844 0.10633
O: -5.26949 1.21758 -0.23540
H: -4.28966 1.27315 -0.30680
H: -5.60399 1.76372 -0.98246



Entry B
Computed, not measured: a cluster of 2 separate species, C4H12N2O2 in total, with ωB97M-V with the def2-TZVPD basis set.

Properties
**SMILES**: CC(=O)O.CNCN
**Frontier orbital gap**: 9.63 eV
**Highest occupied orbital energy**: -8.902 eV
**Charge**: 0

Atoms and positions in Å:
O: 1.14547 2.52195 -0.73563
C: 1.92344 1.93456 -1.43366
O: 3.01237 2.54817 -1.96851
C: 1.86787 0.48270 -1.81095
H: 2.98456 3.46679 -1.65653
H: 2.38797 0.28845 -2.74511
H: 0.82166 0.20789 -1.92121
H: 2.34410 -0.09308 -1.01847
C: -0.66334 -2.05257 1.74531
N: -1.89669 -1.66080 1.07788
C: -1.78315 -0.40889 0.31952
N: -1.83562 0.77878 1.13231
H: -0.84664 -2.94325 2.34046
H: 0.16835 -2.23471 1.04511
H: -0.33501 -1.23048 2.38238
H: -2.21910 -2.38925 0.45457
H: -2.62801 -0.40128 -0.37322
H: -0.87228 -0.40424 -0.29353
H: -2.59152 0.65807 1.79792
H: -0.98440 0.93121 1.66136



Entry C
Computed, not measured: a structure of composition C4H12N2O2, with ωB97M-V with the def2-TZVPD basis set.

Properties
**Frontier orbital gap (spin up / spin down)**: 7.29 / 7.29 eV
**Highest occupied orbital energy (spin up / spin down)**: -6.787 / -6.787 eV
**Charge**: 0

Atoms and positions in Å:
C: -1.02558 0.96377 -0.69120
C: 1.18820 0.40290 1.01598
C: -0.03670 0.89807 1.66134
C: -1.16713 -1.13558 0.74375
N: -0.56579 0.16428 0.51464
N: 0.98509 -1.22908 -1.70704
O: 1.73328 -0.11797 -1.24400
O: -0.00444 1.70291 -1.21023
H: 0.80583 1.01058 -1.37479
H: 0.73731 -1.04641 -2.68141
H: 1.62636 -2.02187 -1.73211
H: -1.41045 0.19881 -1.37734
H: -1.83955 1.62704 -0.36477
H: 1.59174 -0.55931 1.28463
H: 1.85444 1.10226 0.54071
H: -0.33474 0.49233 2.62653
H: -0.21008 1.96836 1.58626
H: -2.18907 -1.03272 1.13437
H: -1.15823 -1.68773 -0.19408
H: -0.58048 -1.70066 1.46876



entry B wins, 20.4 kcal/mol ahead of the next structure.



Entry A
Computed, not measured: a cluster of 2 separate species, C4H12N2O2 in total, with ωB97M-V with the def2-TZVPD basis set.

Properties
**SMILES**: CO[C@@H]1NO1.CNC
**Frontier orbital gap**: 9.62 eV
**Highest occupied orbital energy**: -8.753 eV
**Charge**: 0

Atoms and positions in Å:
C: 0.05542 2.72113 0.59683
C: -1.59636 1.13313 0.09267
O: -0.92336 1.79183 1.05521
O: -1.95677 1.74693 -1.08101
H: -2.34486 0.49129 0.55932
H: 0.42513 3.21836 1.49044
H: -0.39424 3.44822 -0.08316
H: 0.87054 2.20172 0.09180
C: 0.93244 -2.29728 -1.07465
C: 0.72518 -1.39350 1.14507
N: 1.26031 -1.20239 -0.18652
N: -0.95643 0.71604 -1.10053
H: -1.37139 -0.12623 -1.50513
H: 0.90252 -0.33377 -0.57926
H: 1.29279 -2.06644 -2.07463
H: 1.43706 -3.19772 -0.72169
H: 1.23316 -2.24046 1.60559
H: 0.91742 -0.50349 1.74072
H: -0.14738 -2.51419 -1.12890
H: -0.36120 -1.59320 1.15785



Entry B
Computed, not measured: a cluster of 2 separate species, C4H12N2O2 in total, with ωB97M-V with the def2-TZVPD basis set.

Properties
**SMILES**: N/C(O)=C\O.CNC
**Frontier orbital gap**: 8.01 eV
**Highest occupied orbital energy**: -7.214 eV
**Charge**: 0

Atoms and positions in Å:
C: 1.47692 -1.41081 -0.83030
C: 2.02783 -0.26728 1.28266
N: 1.10594 -0.36745 0.10621
H: 1.13511 0.52708 -0.37856
H: 1.41631 -2.38058 -0.33358
H: 2.50469 -1.29276 -1.20147
H: 0.80539 -1.37956 -1.68691
H: 1.70658 0.54168 1.93433
H: 3.06735 -0.10586 0.96613
H: 1.97735 -1.19866 1.84678
C: -1.97560 0.43385 -0.34542
N: -1.63208 -0.40776 0.70896
C: -1.57259 1.70973 -0.51665
O: -3.17326 0.09467 -0.95118
O: -0.25373 2.14790 -0.39296
H: -3.64938 -0.51300 -0.37309
H: -0.26107 3.11026 -0.35133
H: -0.66333 -0.27049 0.99364
H: -1.80171 -1.38638 0.51220
H: -2.24072 2.41543 -0.98947



Entry C
Computed, not measured: a cluster of 2 separate species, C4H12N2O2 in total, with ωB97M-V with the def2-TZVPD basis set.

Properties
**SMILES**: CNCCNC=O.O
**Frontier orbital gap**: 10.13 eV
**Highest occupied orbital energy**: -9.447 eV
**Charge**: 0

Atoms and positions in Å:
C: 0.25077 2.05082 2.01163
N: 0.02926 1.29997 0.91275
C: -0.69190 0.04010 1.02383
C: -1.32602 -0.36391 -0.26911
N: -0.29913 -0.84764 -1.22688
C: 0.27371 -2.18342 -0.88994
O: -0.08330 1.70379 3.12903
H: 0.72919 3.01695 1.80493
H: 0.46936 1.47124 0.01477
H: -0.06035 -0.67088 1.57710
H: -1.46057 0.19328 1.76891
H: -1.60614 0.56866 -0.75327
H: -2.05834 -1.15631 -0.12287
H: -0.69392 -0.94053 -2.13756
H: -0.02385 -2.44179 0.12701
H: -0.11474 -2.91778 -1.59716
H: 1.36359 -2.18309 -0.93154
H: 1.21285 0.58381 -1.63863
H: 2.47202 1.30744 -1.19234
O: 1.61751 1.46928 -1.61063



Entry D
Computed, not measured: a cluster of 2 separate species, C4H12N2O2 in total, with ωB97M-V with the def2-TZVPD basis set.

Properties
**SMILES**: CC[C@@H](N)C(N)=O.O
**Frontier orbital gap**: 10.34 eV
**Highest occupied orbital energy**: -9.545 eV
**Charge**: 0

Atoms and positions in Å:
N: 0.80128 1.81388 -0.81335
C: 1.09164 0.82082 2.27245
C: 0.53392 0.06730 1.13830
C: -0.19520 1.00722 -0.07899
C: -0.81959 -0.04270 -1.02802
N: -0.58416 -0.22952 -2.43257
O: -1.44957 -0.98760 -0.52095
H: 1.80628 1.55231 -0.67784
H: 0.63327 2.79432 -0.61438
H: 1.16733 0.21381 3.27651
H: 0.45490 1.68123 2.57849
H: 2.09023 1.31968 2.22298
H: 1.42822 -0.42548 0.47233
H: 0.00525 -0.95119 1.54285
H: -1.02754 1.59527 0.46442
H: -0.49553 0.48584 -3.11961
H: -0.76655 -1.08607 -2.94648
H: -2.25676 -3.59688 -0.60558
H: -1.07821 -2.57610 -0.73881
O: -1.33922 -3.45613 -0.39176



entry C wins, 32.3 kcal/mol ahead of the next structure.